Here is a structure of composition C11H23N5O3 in a non-equilibrium geometry from the OMol25 dataset. Energies are from wB97M-V/def2-TZVPD.

Calculated values
ΔE to the lowest compared entry with this formula, charge and spin = 136.7 kcal/mol
E = -932.27853 a.u.
LUMO = 0.306 eV
charge = 0
highest occupied orbital energy = -8.98 eV
molecular weight = 273.34 g mol⁻¹
strongest force on any atom = 5.97 eV/A

CARTESIAN COORDINATES (ANGSTROEM)
C  1.05368  -0.21031  -0.36081
C  0.95405  -0.72838  1.03126
C  -0.41894  -0.31009  -0.94608
C  -0.63496  0.15624  -2.53871
C  -0.20336  -0.67800  -3.69636
C  -2.14402  -0.33457  -5.29798
C  0.96925  -0.38367  3.44178
C  -0.24960  -1.33050  3.83580
C  0.78617  1.05809  4.28367
C  -0.52649  1.86380  4.10821
C  1.91170  2.06284  4.10407
H  2.83857  -0.86788  -0.63359
H  1.50020  -1.94875  -1.12395
H  1.44569  0.80099  -0.21617
H  -0.86747  -1.32097  -0.60571
H  -1.12338  0.32559  -0.38760
H  -0.32946  1.18437  -2.60665
H  -1.73898  0.24900  -2.45164
H  -0.33329  -1.75508  -3.45835
H  0.91605  -0.44899  -4.02151
H  0.08735  -0.15029  -5.86270
H  -2.87382  -0.86468  -3.75456
H  -3.06123  -0.38930  -7.34397
H  -1.41660  -0.51057  -7.34956
H  0.17500  1.01961  2.14277
H  1.97108  -0.79798  3.71062
H  0.91159  0.94364  5.44421
H  -1.50025  1.25214  4.34831
H  -0.52638  2.59506  4.94649
H  -0.52572  2.35588  3.06692
H  1.41283  3.15227  4.40649
H  2.82863  1.68584  4.53729
H  2.05096  2.21709  2.87140
H  0.33408  -2.70087  2.53145
N  1.94373  -0.90472  -1.15158
N  -0.81274  -0.37168  -4.95489
N  -3.23575  -0.53334  -4.64344
N  -2.23526  -0.01497  -6.77395
N  0.70072  0.05905  2.13632
O  1.34951  -1.84760  1.22507
O  -1.14368  -1.06792  4.68664
O  -0.23947  -2.51039  3.32097